{
  "formula": "C46H66MgN5O2P2Si",
  "method": "ωB97M-V/def2-TZVPD",
  "elements": ["Mg", "C", "C", "C", "P", "C", "C", "C", "C", "C", "C", "C", "C", "C", "N", "C", "C", "C", "C", "C", "C", "P", "C", "C", "C", "C", "C", "C", "H", "H", "H", "H", "H", "H", "H", "H", "H", "H", "H", "H", "H", "H", "H", "H", "H", "H", "H", "H", "H", "H", "H", "H", "H", "H", "H", "H", "H", "H", "H", "H", "H", "H", "H", "H", "C", "C", "C", "C", "C", "C", "N", "N", "Si", "C", "C", "C", "H", "H", "H", "H", "H", "H", "H", "H", "H", "H", "H", "H", "H", "H", "H", "O", "C", "O", "C", "C", "C", "C", "C", "C", "H", "H", "H", "H", "H", "N", "C", "N", "C", "C", "C", "C", "C", "H", "H", "H", "H", "H", "H", "H", "H", "H", "H"],
  "coordinates": [[0.20610, 0.08030, -0.40090], [2.02730, -3.90900, -3.23350], [2.35420, -3.02250, -2.03580], [2.89670, -1.69240, -2.55160], [1.04350, -2.57280, -0.74130], [1.27500, -4.03770, 0.44100], [0.24390, -3.92050, 1.55720], [1.21380, -5.41450, -0.20580], [-0.64170, -2.90040, -1.33440], [-1.08390, -3.78990, -2.30410], [-2.42200, -3.85450, -2.65340], [-3.32630, -2.97120, -2.08020], [-2.90590, -2.08040, -1.12150], [-1.57640, -2.06770, -0.67860], [-1.15280, -1.27830, 0.35620], [-1.94060, -1.12420, 1.43050], [-3.03780, -1.97640, 1.72620], [-3.88670, -1.73530, 2.77650], [-3.67460, -0.65820, 3.62800], [-2.52750, 0.09340, 3.45480], [-1.64260, -0.14380, 2.41330], [0.01870, 0.57990, 2.38130], [0.60030, -0.22880, 4.01800], [2.08570, -0.54280, 3.89320], [0.32450, 0.51160, 5.32030], [-0.29630, 2.35760, 2.90250], [-1.34660, 2.95250, 1.98000], [1.00120, 3.15110, 2.80500], [2.93720, -4.06850, -3.81820], [1.29060, -3.42810, -3.87290], [1.65760, -4.88460, -2.93120], [3.14130, -3.50980, -1.44130], [2.12830, -1.20660, -3.14350], [3.78680, -1.83450, -3.16670], [3.13980, -1.02950, -1.72760], [2.27390, -3.90510, 0.87890], [-0.75560, -4.09170, 1.16220], [0.26170, -2.92330, 1.99580], [0.43390, -4.65260, 2.34490], [0.29630, -5.52130, -0.77750], [1.23470, -6.19300, 0.55700], [2.06460, -5.57270, -0.86170], [-0.39670, -4.46400, -2.78890], [-2.75440, -4.58050, -3.38550], [-4.36600, -2.98170, -2.38770], [-3.58710, -1.35650, -0.69820], [-3.21380, -2.83980, 1.09710], [-4.73130, -2.39430, 2.94150], [-4.36200, -0.43820, 4.43350], [-2.32640, 0.89550, 4.14880], [0.05390, -1.17990, 4.05040], [2.65610, 0.36690, 3.71680], [2.23990, -1.21170, 3.05380], [2.46610, -1.02140, 4.79720], [0.84710, 1.46420, 5.34910], [0.67490, -0.08750, 6.16180], [-0.73800, 0.68230, 5.46410], [-0.66510, 2.39260, 3.93310], [-1.01840, 2.87020, 0.94550], [-1.52030, 4.00420, 2.21630], [-2.27860, 2.40280, 2.08150], [1.37600, 3.12050, 1.78420], [1.76180, 2.74060, 3.46580], [0.82980, 4.19230, 3.08190], [3.77750, -1.20470, 0.95490], [3.58030, 0.19410, 0.44750], [4.67300, 1.04540, 0.40120], [4.48850, 2.32640, -0.11730], [3.24560, 2.69970, -0.54450], [2.15210, 1.79500, -0.43520], [2.36390, 0.55820, 0.06000], [0.90440, 2.07100, -0.77520], [0.43130, 3.43970, -1.68930], [0.62380, 5.10220, -0.71240], [-1.40920, 3.34750, -2.15010], [1.39300, 3.69930, -3.34220], [4.21520, -1.18650, 1.95120], [4.45940, -1.75140, 0.30630], [2.81770, -1.70870, 0.97100], [5.64250, 0.71490, 0.74610], [5.32130, 3.01600, -0.18060], [3.07290, 3.67640, -0.96240], [0.22790, 5.00550, 0.29230], [0.08730, 5.91160, -1.19830], [1.66080, 5.40900, -0.62260], [-2.02550, 3.64410, -1.30790], [-1.68390, 2.33480, -2.41980], [-1.64330, 4.00140, -2.98700], [2.41670, 3.34350, -3.27670], [1.42860, 4.75060, -3.61620], [0.91490, 3.16310, -4.15580], [-1.97250, 0.05600, -2.89190], [-0.78220, -0.11950, -3.12450], [0.14370, -0.28120, -2.28230], [-0.35460, -0.13080, -4.59190], [0.90460, 0.31730, -4.97200], [1.26690, 0.33130, -6.30840], [0.37020, -0.08940, -7.27720], [-0.89130, -0.52540, -6.90460], [-1.25110, -0.54430, -5.56910], [1.57840, 0.67780, -4.20910], [2.25190, 0.66790, -6.59810], [0.65340, -0.06950, -8.32180], [-1.59760, -0.84370, -7.66080], [-2.23110, -0.87530, -5.25560], [-2.77000, 1.12040, -0.09380], [-3.70990, 1.77020, -0.18850], [-4.80150, 2.50570, -0.17700], [-4.76820, 3.78950, 0.49040], [-4.73220, 4.93770, -0.52040], [-5.92010, 4.81620, -1.46990], [-5.86160, 3.46600, -2.17890], [-5.85380, 2.33120, -1.15220], [-3.88950, 3.82110, 1.13670], [-5.67040, 3.88330, 1.11370], [-3.80490, 4.88640, -1.09360], [-4.75530, 5.89380, 0.00490], [-5.90190, 5.62500, -2.20370], [-6.85230, 4.89680, -0.90180], [-4.95060, 3.40900, -2.77470], [-6.72000, 3.34610, -2.84170], [-5.71550, 1.36680, -1.64410], [-6.81570, 2.32440, -0.61750]],
  "forces_ev_per_angstrom": [[0.4328, 0.3079, 0.4974], [0.0817, -0.0772, 0.2615], [-0.2119, 0.2613, 0.0358], [0.1156, -0.0931, 0.0028], [0.7202, -1.3880, -0.0424], [-0.0827, 0.3364, -0.0207], [0.1669, 0.0717, 0.0610], [0.1235, 0.2169, 0.0643], [-0.0367, 0.2176, 0.1451], [-0.1175, -0.0987, -0.1104], [-0.0433, -0.1608, -0.2185], [-0.0747, -0.0402, -0.0189], [-0.0039, 0.0562, -0.0943], [-0.4615, -0.9562, -0.5116], [0.3672, 0.4845, 0.0632], [-0.3645, -0.1706, 0.7348], [-0.0035, -0.1887, -0.0780], [-0.0627, -0.0320, 0.0526], [-0.1450, 0.1553, 0.2589], [-0.1710, -0.0900, -0.0766], [-0.0582, -0.0391, -0.0636], [-0.5932, 0.3023, 1.1185], [0.3336, -0.0634, -0.3307], [-0.1625, -0.0772, 0.0397], [-0.1389, -0.0820, -0.2365], [0.0711, -0.1889, -0.0971], [-0.0670, -0.0808, 0.1326], [-0.0729, -0.1462, 0.1098], [0.0125, 0.0357, -0.0730], [-0.0721, 0.0215, -0.0879], [-0.0841, -0.1236, -0.0671], [-0.1362, 0.0162, 0.0354], [0.0167, 0.1182, -0.0723], [0.0979, -0.0666, -0.0829], [0.0793, 0.1387, -0.0429], [-0.0364, 0.0642, -0.0721], [-0.1539, 0.0142, 0.0192], [-0.0837, 0.0394, 0.0958], [0.0058, -0.0818, 0.0229], [-0.1427, -0.1000, -0.0840], [-0.0150, -0.1090, 0.1092], [0.0741, -0.0949, -0.1645], [0.0731, 0.0001, -0.0202], [0.0132, 0.0138, -0.0416], [0.0038, 0.0254, -0.0282], [-0.0407, -0.0266, 0.0069], [-0.0332, 0.0949, 0.0410], [-0.0107, -0.0507, -0.0065], [-0.0384, 0.0063, 0.0465], [0.0537, 0.1259, 0.0991], [0.0207, 0.1586, -0.1143], [0.1911, 0.1054, -0.0451], [0.1476, -0.0512, -0.0644], [0.0627, -0.0429, 0.0884], [0.0610, 0.1774, 0.0538], [0.0662, -0.0620, 0.0550], [-0.0831, 0.0986, 0.0879], [0.0183, -0.0616, -0.0842], [-0.0389, 0.0507, -0.1260], [0.0416, 0.1435, 0.0273], [-0.0972, 0.0669, -0.0580], [0.1048, 0.0443, -0.0983], [0.2075, 0.0074, 0.0623], [0.0310, 0.1069, 0.0243], [-0.1186, 0.0808, -0.0436], [0.5634, 0.0501, 0.2570], [0.0521, 0.0187, 0.0005], [-0.0392, -0.1216, 0.0344], [0.0351, 0.0759, -0.0201], [0.6955, 0.7073, -0.0573], [0.0368, -0.3962, -0.0565], [-0.9443, 0.2177, -0.2091], [-0.3667, 1.0203, -0.4089], [0.0528, -0.7308, -0.3409], [0.6496, -0.0721, 0.2178], [-0.2386, -0.2673, 0.6789], [-0.0022, -0.0473, 0.0776], [0.0412, -0.0978, -0.1245], [0.0104, -0.1318, 0.1083], [0.0186, -0.0726, 0.0182], [0.0259, 0.0410, -0.0231], [0.0062, 0.1849, -0.0270], [-0.1264, -0.0809, 0.2778], [-0.1562, 0.1220, -0.2262], [0.2558, 0.0672, 0.0278], [-0.0968, 0.0296, 0.2276], [-0.1408, -0.2641, -0.0701], [0.0899, 0.1886, -0.1523], [0.2291, -0.0852, 0.0311], [-0.0654, 0.2294, 0.0307], [-0.1477, -0.1603, -0.1281], [-0.3081, 0.1059, 0.0581], [-0.4431, 0.0206, -1.0900], [0.5929, 0.0112, -0.2480], [0.0638, 0.0371, 0.2410], [-0.1213, -0.0429, 0.0966], [0.0681, 0.0267, -0.0700], [0.0889, 0.0116, -0.1047], [-0.0869, -0.0532, -0.0893], [-0.0787, -0.0105, 0.1351], [0.1192, -0.0475, 0.0850], [0.0885, 0.0889, -0.0167], [0.0105, -0.0162, -0.0402], [-0.0221, -0.0405, -0.0196], [-0.0687, 0.0077, 0.0315], [0.8358, -0.2845, -0.2099], [-0.4039, -0.0796, 0.0779], [-0.3512, 0.2711, 0.0881], [0.1690, 0.5811, 0.1780], [-0.2356, -0.0634, 0.1148], [0.2458, -0.0035, -0.1630], [-0.1567, -0.0531, 0.2201], [-0.2603, -0.0958, -0.4838], [-0.1337, -0.0559, 0.0304], [0.1315, -0.0346, -0.0199], [0.0525, 0.0267, 0.0318], [0.0424, 0.0217, 0.0625], [-0.0737, 0.0175, 0.0327], [-0.0607, 0.0390, -0.0100], [0.0609, -0.0372, -0.1077], [0.0124, -0.0587, -0.0764], [-0.0553, 0.0438, 0.1058], [0.1011, -0.0800, -0.0601]],
  "lowdin_charge": [0.48, -0.12, -0.51, -0.13, 1.13, -0.53, -0.12, -0.12, -0.29, -0.10, -0.11, -0.09, -0.06, -0.35, -0.07, -0.35, -0.04, -0.11, -0.13, -0.13, -0.35, 1.14, -0.51, -0.14, -0.12, -0.54, -0.15, -0.11, 0.07, 0.08, 0.05, 0.10, 0.04, 0.08, 0.04, 0.09, 0.08, 0.06, 0.07, 0.06, 0.07, 0.06, 0.07, 0.09, 0.10, 0.10, 0.10, 0.09, 0.08, 0.08, 0.10, 0.07, 0.04, 0.07, 0.07, 0.07, 0.05, 0.09, 0.04, 0.08, 0.04, 0.05, 0.06, 0.08, -0.06, -0.36, -0.07, -0.09, -0.05, -0.48, 0.07, -0.07, 0.46, -0.17, -0.16, -0.16, 0.08, 0.08, 0.02, 0.10, 0.10, 0.07, 0.00, 0.01, 0.01, -0.01, 0.00, 0.03, 0.01, 0.02, 0.01, 0.03, -0.60, -0.12, -0.11, -0.05, -0.09, -0.11, -0.10, -0.03, 0.10, 0.10, 0.09, 0.09, 0.11, 0.28, -0.24, -0.10, -0.14, -0.18, -0.21, -0.18, -0.15, 0.11, 0.13, 0.10, 0.11, 0.11, 0.11, 0.12, 0.11, 0.13, 0.12],
  "orbital_gap_ev": 6.26,
  "total_charge": -1,
  "max_force_ev_per_a": 1.56
}

{
  "formula": "H22O11",
  "method": "ωB97M-V/def2-TZVPD",
  "elements": ["O", "H", "H", "O", "H", "H", "O", "H", "H", "O", "H", "H", "O", "H", "H", "O", "H", "H", "O", "H", "H", "O", "H", "H", "O", "H", "H", "O", "H", "H", "O", "H", "H"],
  "coordinates": [[1.22292, -0.59575, 33.32870], [1.28755, -0.75358, 34.27059], [2.07309, -0.22752, 33.08818], [3.81564, 2.46021, 28.79292], [3.70479, 1.51503, 28.89581], [4.75925, 2.60101, 28.87031], [4.03824, -3.98621, 32.66817], [4.05985, -3.77772, 33.60214], [3.78146, -4.90768, 32.63384], [2.69352, -1.26231, 29.58391], [1.80092, -0.91728, 29.60517], [2.72253, -1.89712, 30.29972], [-0.80364, 0.21835, 30.45097], [-1.27142, 1.01018, 30.71634], [-0.44800, -0.13494, 31.26641], [6.94279, -3.55242, 29.89519], [7.25167, -4.45790, 29.86465], [6.03632, -3.61808, 30.19557], [6.39409, -2.67414, 26.22198], [5.60346, -2.53615, 26.74361], [7.08617, -2.81538, 26.86796], [-2.46794, -0.88990, 27.12235], [-3.22131, -1.13810, 27.65812], [-1.93152, -0.34651, 27.69959], [0.24567, 3.77326, 29.82370], [-0.08308, 3.86953, 28.92989], [0.98560, 3.17132, 29.74373], [0.94137, -2.85409, 25.53041], [1.27908, -2.16369, 24.95985], [0.40151, -2.39247, 26.17205], [4.02150, 1.85949, 32.76655], [4.83470, 2.35258, 32.87515], [3.91959, 1.77037, 31.81897]],
  "forces_ev_per_angstrom": [[-0.2717, -0.1285, -0.2807], [-0.0533, -0.0186, 0.2224], [0.3191, 0.2413, -0.0599], [-0.2571, 0.1758, 0.1828], [-0.0513, -0.4270, -0.0673], [0.2517, 0.0972, -0.0566], [0.0531, 0.1510, -0.2803], [0.0377, 0.1158, 0.2257], [-0.0901, -0.2504, -0.0413], [0.2757, 0.2422, -0.1506], [-0.3671, 0.1028, -0.0333], [0.0546, -0.2281, 0.2443], [0.0492, -0.1768, -0.4119], [-0.0450, 0.3244, 0.0379], [0.1475, -0.1540, 0.3973], [0.1582, 0.2118, -0.1757], [0.1139, -0.2232, -0.0103], [-0.2870, 0.0373, 0.1694], [0.0383, 0.0194, -0.3129], [-0.2206, 0.0184, 0.1384], [0.1637, -0.0439, 0.2435], [0.0888, -0.0539, -0.3000], [-0.1767, -0.0958, 0.1215], [0.1712, 0.1458, 0.2556], [-0.2246, 0.0520, 0.2433], [-0.0674, 0.0633, -0.2259], [0.3070, -0.1349, -0.0215], [0.1020, -0.2339, -0.0069], [0.0977, 0.1383, -0.1695], [-0.2402, 0.0867, 0.1749], [-0.1959, -0.2241, 0.1886], [0.1896, 0.1231, 0.0918], [-0.0709, 0.0461, -0.3329]],
  "lowdin_charge": [-0.05, 0.04, 0.02, -0.05, 0.02, 0.03, -0.05, 0.03, 0.03, -0.05, 0.02, 0.03, -0.05, 0.03, 0.01, -0.05, 0.03, 0.02, -0.06, 0.02, 0.02, -0.05, 0.03, 0.01, -0.05, 0.03, 0.02, -0.05, 0.03, 0.02, -0.05, 0.03, 0.02],
  "smiles": "O.O.O.O.O.O.O.O.O.O.O",
  "orbital_gap_ev": 11.15,
  "max_force_ev_per_a": 0.45
}